Entry 1:
80
Properties=species:S:1:pos:R:3:forces:R:3 method="wB97M-V/def2-TZVPD" energy_ev=-69048.2294 max_force_ha_per_bohr=0.06982 orbital_gap_ev=2.7 charge=+3 lumo_ev=-12.255 homo_energy_ev=-14.9
In -40.952 -13.621 -2.748 0.3 -0.1 0.0
Na -42.721 -7.799 -4.826 0.3 0.4 0.0
Na -41.601 -10.385 3.533 0.2 0.2 0.0
Na -45.679 -9.664 -0.851 -0.2 0.4 0.6
P -41.481 -8.892 -0.549 0.0 -0.1 -0.4
O -40.593 -9.336 -1.744 -1.0 0.2 0.6
O -42.122 -10.222 -0.084 0.4 0.1 0.0
O -42.572 -7.936 -1.042 0.7 -0.4 0.0
O -40.649 -8.393 0.636 -0.9 -0.3 -0.4
C -46.669 -4.857 3.125 -1.0 -0.1 -1.3
C -47.122 -6.113 2.373 -1.0 -1.7 -1.5
C -47.952 -5.991 1.000 -0.3 0.5 0.3
O -48.287 -7.266 0.406 1.6 -0.8 0.9
C -48.991 -7.316 -0.811 -0.2 1.1 0.0
N -45.906 -6.968 2.135 -0.4 0.5 -0.2
H -47.474 -4.125 3.190 0.0 0.0 0.4
H -45.887 -4.404 2.515 0.2 0.2 0.3
H -46.312 -5.160 4.109 0.0 0.2 -0.1
H -47.806 -6.731 2.955 0.1 0.2 0.5
H -47.473 -5.352 0.259 0.6 0.0 -0.1
H -48.908 -5.500 1.179 -0.1 0.2 0.5
H -49.888 -6.701 -0.737 -0.4 -0.3 -0.1
H -49.205 -8.352 -1.073 -0.3 0.0 0.4
H -48.457 -6.899 -1.665 0.6 0.3 -0.1
H -45.608 -6.718 1.203 0.2 0.0 -0.5
H -45.210 -6.490 2.690 0.5 -0.4 0.3
C -48.195 -13.578 1.640 0.5 -1.0 -1.2
C -47.277 -13.798 0.402 -1.0 -0.6 0.4
O -47.977 -13.401 -0.749 -0.5 1.4 -0.7
H -48.631 -12.581 1.692 0.6 0.2 0.2
H -47.614 -13.925 2.494 -0.2 0.5 0.3
H -49.061 -14.236 1.560 0.1 -0.2 -0.1
H -47.071 -14.852 0.218 0.3 -0.3 0.8
H -46.324 -13.278 0.499 0.3 0.3 0.2
H -47.464 -13.553 -1.546 0.0 -0.3 0.0
C -36.790 -2.650 -0.416 -0.4 -1.0 0.5
C -37.948 -3.574 0.083 0.4 0.9 -1.2
O -37.497 -4.820 0.564 0.5 -0.4 0.3
H -37.157 -1.943 -1.160 -0.2 0.3 0.5
H -36.016 -3.196 -0.954 -0.1 -0.4 0.2
H -36.311 -2.186 0.447 0.0 0.3 -0.3
H -38.595 -3.768 -0.773 -0.3 0.1 -0.2
H -38.536 -3.055 0.839 0.0 0.1 0.1
H -38.254 -5.411 0.572 0.1 0.0 0.1
C -38.726 -4.444 5.787 -0.4 -0.8 0.5
C -40.188 -4.978 5.574 1.8 2.9 -1.2
O -40.190 -6.289 5.135 -0.7 -2.1 0.3
H -38.412 -4.589 6.820 0.1 0.3 0.0
H -38.560 -3.418 5.456 -0.4 0.1 0.3
H -38.027 -5.038 5.197 -0.1 -0.2 -0.2
H -40.540 -4.346 4.758 -0.6 0.1 -0.1
H -40.846 -4.753 6.414 0.1 -0.8 0.1
H -39.831 -6.357 4.247 0.2 0.4 0.1
C -44.541 -0.926 -0.657 -0.1 0.8 -0.2
C -43.396 -1.873 -0.847 -0.5 -0.8 0.9
O -43.802 -2.996 -1.683 0.4 0.4 0.2
H -45.308 -1.147 0.085 0.1 -0.7 -0.1
H -45.005 -0.801 -1.635 -0.2 0.4 0.1
H -44.124 0.011 -0.288 0.0 0.3 -0.4
H -43.134 -2.259 0.138 0.4 -0.1 0.1
H -42.533 -1.325 -1.222 0.0 -0.3 -0.5
H -43.528 -3.798 -1.232 0.1 0.1 0.0
C -36.256 -5.427 -6.022 0.7 -0.4 -1.0
C -37.100 -5.839 -4.888 -1.1 2.2 1.2
O -37.862 -6.959 -5.139 -0.5 -3.2 -0.6
H -35.495 -6.192 -6.179 0.3 0.1 0.1
H -35.774 -4.474 -5.806 0.0 -0.1 -0.1
H -36.787 -5.380 -6.973 -0.2 0.3 0.1
H -37.934 -5.161 -4.704 0.7 1.5 0.2
H -36.496 -5.873 -3.981 0.0 -0.4 0.1
H -38.090 -7.384 -4.310 0.2 0.0 0.0
C -35.178 -10.885 4.014 -0.3 1.9 -1.1
C -35.826 -9.872 3.013 -0.2 -1.0 0.7
O -37.055 -10.514 2.716 -1.5 0.0 -0.6
H -34.292 -10.354 4.362 0.3 -0.8 0.3
H -35.024 -11.849 3.529 0.4 0.2 0.0
H -35.904 -11.045 4.811 0.2 0.2 0.1
H -35.333 -9.646 2.067 0.7 -0.4 0.1
H -36.066 -8.895 3.432 0.4 0.0 0.6
H -37.639 -9.835 2.369 -0.1 0.0 -0.2



Entry 2:
11
Properties=species:S:1:pos:R:3:forces:R:3 method="wB97M-V/def2-TZVPD" energy_ev=-6186.9641 de_lowest_kj_mol=152.5 max_force_ha_per_bohr=0.02456 orbital_gap_ev=10.8 lumo_ev=0.977 homo_energy_ev=-9.9
C -0.329 1.247 -0.397 0.0 0.1 -0.1
N -0.745 0.172 0.491 0.1 0.0 0.2
C -0.192 -1.111 0.197 -0.3 -0.1 -0.1
C 2.363 -0.966 -0.124 -0.8 -0.2 0.6
N 1.260 -1.162 0.240 1.0 0.3 -0.6
H 0.762 1.399 -0.446 -0.2 -0.1 0.1
H -0.798 2.177 -0.064 0.1 -0.1 -0.1
H -0.689 1.038 -1.411 0.1 0.0 0.1
H -0.586 0.418 1.461 0.0 0.0 -0.1
H -0.595 -1.862 0.881 0.1 0.1 -0.1
H -0.449 -1.390 -0.829 -0.1 0.0 0.1



Entry 3:
14
Properties=species:S:1:pos:R:3:forces:R:3 method="wB97M-V/def2-TZVPD" energy_ev=-37219.6657 de_lowest_kj_mol=54.2 max_force_ha_per_bohr=0.03329 orbital_gap_ev=8.3 lumo_ev=-0.238 homo_energy_ev=-8.5
C -1.149 -0.302 0.294 0.3 -0.2 1.7
C 0.058 0.692 0.282 -0.2 0.4 1.5
C 1.440 0.060 0.458 -0.8 -0.8 -0.5
H -1.048 -1.980 -0.932 0.0 0.3 0.0
H -2.313 -0.941 -1.332 0.4 0.0 0.5
H -2.044 0.275 0.500 0.0 0.4 0.2
H -0.968 -0.941 1.215 -0.3 0.4 -1.1
H -0.053 1.397 1.168 -0.2 -0.9 -0.9
H -0.478 0.766 -1.915 0.2 0.2 -0.1
H 3.674 0.525 1.109 0.0 -0.4 -0.1
N -1.395 -1.029 -0.904 0.1 -0.5 -0.9
S 0.006 1.766 -1.140 -0.1 0.1 -0.8
S 2.518 1.191 1.142 0.4 0.9 0.4
S 1.753 -1.481 0.053 0.2 0.0 0.0



Entry 4:
8
Properties=species:S:1:pos:R:3:forces:R:3 method="wB97M-V/def2-TZVPD" energy_ev=-24227.1477 de_lowest_kj_mol=52.4 max_force_ha_per_bohr=0.08960 orbital_gap_ev=8.6 lumo_ev=-1.398 homo_energy_ev=-10.0
C 1.091 0.427 0.141 -0.6 -3.0 -3.5
N 0.234 -0.600 0.710 -4.0 -0.7 -0.4
F -1.565 -1.862 -1.100 0.4 1.2 1.2
S -1.259 -0.996 0.413 3.3 0.6 0.0
I -2.549 1.100 -0.106 0.3 -0.5 -0.1
H 2.066 0.181 0.477 1.2 -0.7 -0.4
H 1.024 1.383 0.498 -1.4 2.6 0.9
H 0.957 0.368 -1.033 0.7 0.5 2.3